Formula: C3H5IrO2
Source: OMol25
Level of theory: ωB97M-V/def2-TZVPD

Positions of all 11 atoms, in Å:
O -0.368 -0.760 -0.552
Ir -1.019 -0.335 -2.090
O -2.870 -0.191 -1.250
C -3.248 -0.389 -0.176
C 0.228 -0.187 0.571
C 1.588 0.444 0.330
H -0.461 0.583 0.964
H 0.323 -0.973 1.344
H 1.481 1.506 0.060
H 2.202 0.414 1.241
H 2.143 -0.111 -0.443

Its spin multiplicity is 5. As for the highest occupied orbital energy (spin up / spin down): -20.959 / -21.187 eV. The LUMO energy (spin up / spin down) is -0.442 / -0.521 Ha. The expectation value of S² is 6.010. As for the maximum force: 5.0 eV Å⁻¹. For the energy above the lowest of the compared OMol25 structures with the same formula, charge and spin, the calculation gives 1.658 eV. The charge is +2.

Löwdin population analysis, charges in e, atoms 1 to 6: O -0.2586; Ir 1.7128; O -0.1311; C 0.2571; C -0.2389; C -0.0176